Entry 1:
Molecular formula: C14H25NO6
Method: DFT, ωB97M-V with the def2-TZVPD basis set

## Properties
Frontier orbital gap (eV): 9.86
Calculated total energy (eV): -28698.261
Spin multiplicity: 1
ΔE to the lowest compared entry with this formula, charge and spin (eV): 0.698
Lowest unoccupied orbital energy (eV): 0.8

Geometry as XYZ:
```
46
Properties=species:S:1:pos:R:3:lowdin_charge:R:1
C -4.2093 -1.7862 -1.1450 -0.061
C -4.5201 -1.2722 0.2533 -0.202
O -3.6281 -0.2248 0.6448 -0.012
C -3.7761 0.9593 0.0501 -0.508
O -4.6567 1.2342 -0.7198 0.121
C -2.6819 1.9130 0.4890 -0.065
C -1.4232 1.6858 -0.3659 -0.074
C -0.9323 0.2528 -0.2372 -0.472
O -1.1897 -0.5785 -1.0922 0.055
N -0.2328 -0.0900 0.8733 -0.029
C 0.3209 0.8455 1.8288 -0.104
C 1.7067 1.3954 1.4395 -0.156
O 1.6430 2.3047 0.3496 -0.143
C 2.0343 1.7966 -0.9056 -0.179
C 3.5547 1.5990 -1.0451 -0.173
O 4.0564 0.4475 -0.4053 -0.145
C 3.8145 -0.7812 -1.0601 -0.185
C 3.5867 -1.8610 0.0061 -0.179
O 2.4377 -1.6356 0.7847 -0.152
C 1.2175 -2.0137 0.1808 -0.180
C 0.0563 -1.5032 1.0372 -0.101
H -3.1398 -1.9539 -1.2472 0.061
H -4.5124 -1.0522 -1.8866 0.076
H -4.7448 -2.7145 -1.3225 0.076
H -4.3709 -2.0501 1.0054 0.121
H -5.5484 -0.8980 0.3053 0.123
H -3.0346 2.9348 0.3459 0.128
H -2.4734 1.7366 1.5445 0.116
H -0.6486 2.3993 -0.0892 0.104
H -1.6837 1.8382 -1.4153 0.136
H 0.4256 0.3282 2.7855 0.130
H -0.3599 1.6853 1.9687 0.114
H 2.0932 1.9658 2.2903 0.130
H 2.3901 0.5714 1.2302 0.106
H 1.7173 2.5542 -1.6274 0.133
H 1.5080 0.8615 -1.1314 0.113
H 4.0623 2.4366 -0.5606 0.134
H 3.8165 1.5902 -2.1125 0.128
H 4.6879 -1.0555 -1.6700 0.130
H 2.9446 -0.7132 -1.7226 0.116
H 3.5470 -2.8484 -0.4741 0.128
H 4.4212 -1.8303 0.7105 0.132
H 1.1651 -3.1114 0.1167 0.132
H 1.1184 -1.6114 -0.8337 0.115
H -0.8419 -2.0535 0.7433 0.128
H 0.2825 -1.6973 2.0860 0.131
```


Entry 2:
Molecular formula: C5H7NO
Method: DFT, ωB97M-V with the def2-TZVPD basis set

## Properties
Frontier orbital gap (eV): 9.99
Calculated total energy (eV): -8833.433
Spin multiplicity: 1
ΔE to the lowest compared entry with this formula, charge and spin (eV): 2.770
Lowest unoccupied orbital energy (eV): 1.0

Geometry as XYZ:
```
14
Properties=species:S:1:pos:R:3:lowdin_charge:R:1
O 2.3146 2.1512 0.2456 0.143
C 2.5125 1.0277 0.5046 -0.292
C 2.7210 -0.2357 0.7892 -0.008
N -0.4210 -0.7110 0.3510 0.053
C -1.8763 -0.4249 0.4657 -0.198
C -1.8489 0.1807 -0.9622 -0.134
C -0.4063 -0.2149 -0.8324 -0.174
H 1.8507 -0.8577 0.9790 0.033
H 3.7318 -0.6186 0.8377 0.058
H -2.1034 0.2704 1.2792 0.104
H -2.4697 -1.3360 0.5875 0.104
H -2.0413 1.2554 -1.0332 0.102
H -2.4288 -0.3466 -1.7257 0.101
H 0.4652 -0.1400 -1.4860 0.107
```


Entry 3:
Molecular formula: C4H28HgO11V
Method: DFT, ωB97M-V with the def2-TZVPD basis set

## Properties
Frontier orbital gap (spin up / spin down) (eV): 4.41 / 4.39
Charge: +2
Calculated total energy (eV): -56969.102
Spin multiplicity: 4
Lowest unoccupied orbital energy (spin up / spin down) (eV): -10.5 / -10.5

Geometry as XYZ:
```
45
Properties=species:S:1:pos:R:3:lowdin_charge:R:1
Hg 1.7859 1.3881 2.6329 1.368
V -1.4590 0.4228 2.6352 1.137
C 0.4904 4.0733 4.7121 -0.058
C -0.5947 3.1032 4.2462 -0.370
O -0.1930 2.0669 3.3868 -0.487
H 1.1071 3.5986 5.4798 0.084
H 0.1183 5.0313 5.0504 0.095
H 1.1671 4.1707 3.8493 0.066
H -1.3243 3.7363 3.7194 0.121
H -1.0843 2.6897 5.1357 0.123
C 0.8938 -0.2425 -0.9132 -0.049
C 0.5625 -0.8326 0.4298 -0.348
O 0.3006 0.1556 1.4240 -0.472
H -0.0178 0.1101 -1.4135 0.061
H 1.1612 -0.9829 -1.6692 0.081
H 1.5443 0.6245 -0.7946 0.078
H 1.2523 -1.6073 0.7667 0.099
H -0.4113 -1.3441 0.3434 0.102
O 1.1674 -4.3859 0.3448 -0.041
H 2.0519 -4.7447 0.4860 0.057
H 1.2282 -3.4673 0.6156 -0.019
O -3.5796 -0.8877 -1.4078 -0.035
H -3.4595 -1.1105 -2.3410 0.068
H -2.8162 -0.3284 -1.2154 -0.010
O 3.0138 -3.1046 -3.1595 -0.052
H 2.5611 -3.4802 -2.3976 0.008
H 3.0295 -3.8182 -3.8075 0.051
O -2.7381 -1.0648 1.6670 -0.058
H -2.7465 -1.9690 2.0172 0.112
H -2.9182 -1.1730 0.7100 0.070
O 4.6784 0.9218 -2.2911 -0.049
H 4.5215 1.6540 -2.8979 0.043
H 4.3010 1.2094 -1.4563 0.006
O -2.0569 1.7238 -1.6877 -0.037
H -1.1841 2.1357 -1.6266 0.073
H -2.3209 1.8668 -2.6073 0.104
O -0.8913 -2.6003 -2.6542 -0.044
H -0.3368 -3.3653 -2.8589 0.076
H -1.0628 -2.6728 -1.7106 0.037
O 0.2236 -1.2603 -4.7524 -0.062
H 1.0003 -0.9243 -4.2931 0.020
H -0.3613 -1.5617 -4.0428 -0.028
O -2.0373 1.8351 1.0413 -0.066
H -2.4334 2.6952 1.2333 0.104
H -2.1327 1.7153 0.0711 0.037
```